{
  "formula": "C3H5PS",
  "method": "ωB97M-V with the def2-TZVPD basis set",
  "species": ["C", "C", "C", "P", "S", "H", "H", "H", "H", "H"],
  "xyz": [[-0.402, 0.568, -0.451], [2.623, 0.020, -0.079], [0.697, 1.146, -0.762], [-0.529, -1.134, 0.142], [4.168, -0.387, -0.133], [-1.327, 1.044, -0.552], [1.877, -0.237, 0.739], [0.769, 2.150, -0.969], [-0.330, -1.911, -1.171], [-1.908, -1.347, 0.063]],
  "orbital_gap_ev": [7.598, 7.688],
  "energy_ev": -23309.9797,
  "relative_energy_ev": 5.182,
  "homo_energy_ev": [-8.09, -8.13]
}